(1)
{"formula": "C16H20Br2Cl2N3OSSn", "method": "ωB97M-V with the def2-TZVPD basis set", "largest_force_ev_per_a": 0.41, "e_homo_ha": -0.66145, "energy_ha": -7541.1364, "relative_energy_ev": 0.000, "charge": 3, "lumo_ha": -0.455, "gap_ev": 5.6170, "elements": ["Sn", "C", "C", "C", "C", "C", "C", "Br", "C", "C", "Br", "C", "O", "C", "N", "H", "H", "H", "H", "H", "H", "Cl", "C", "Cl", "H", "H", "C", "C", "N", "C", "S", "N", "C", "C", "H", "H", "H", "H", "H", "H", "H", "H", "H", "H", "H", "H"], "xyz": [[-0.02212, -1.04242, -1.96301], [-2.19057, 1.58293, -2.56822], [-0.83949, 2.17478, -2.78423], [-0.66578, 3.49813, -3.19402], [0.60191, 4.01241, -3.36894], [1.70630, 3.18294, -3.13648], [3.09218, 3.59830, -3.28671], [3.49123, 5.25457, -3.87839], [4.18584, 2.74758, -2.98631], [3.98565, 1.46977, -2.55835], [5.34677, 0.34094, -2.16227], [2.57826, 0.94040, -2.42175], [2.35802, -0.20036, -2.08548], [1.44949, 1.87684, -2.72527], [0.22902, 1.38496, -2.54871], [-2.98378, 2.28975, -2.79525], [-2.29183, 1.26931, -1.52560], [-2.32616, 0.70633, -3.21007], [-1.53465, 4.11730, -3.36951], [0.73318, 5.04043, -3.67938], [5.19022, 3.13048, -3.11204], [-2.99266, -2.06587, -1.59773], [-2.53581, -3.73681, -1.16521], [-0.76835, -3.93623, -1.12131], [-2.93430, -4.41149, -1.91395], [-2.92561, -3.94285, -0.17620], [1.66871, -2.22670, 4.37768], [0.92239, -2.67851, 3.13705], [0.77857, -1.59095, 2.14113], [-0.31188, -1.01912, 1.67593], [-0.14645, 0.05753, 0.27047], [-1.51671, -1.12687, 2.20053], [-1.89522, -1.38048, 3.61377], [-2.93084, -0.36074, 4.04668], [1.80545, -3.07700, 5.04410], [1.12866, -1.45220, 4.92204], [2.65791, -1.84393, 4.12589], [-0.06437, -3.06630, 3.36842], [1.46837, -3.47538, 2.63092], [1.63827, -1.27873, 1.71426], [-2.25705, -0.73166, 1.63758], [-1.00085, -1.30967, 4.22653], [-2.29370, -2.39219, 3.69683], [-2.54690, 0.65580, 3.96322], [-3.19793, -0.53875, 5.08684], [-3.84337, -0.44630, 3.45454]], "nbo_charge": [1.271, -0.683, 0.316, -0.201, -0.052, -0.111, 0.093, 0.461, -0.307, -0.064, 0.404, 0.527, -0.485, 0.142, -0.506, 0.277, 0.259, 0.254, 0.275, 0.269, 0.294, -0.004, -0.367, 0.015, 0.267, 0.250, -0.624, -0.226, -0.532, 0.420, -0.388, -0.544, -0.226, -0.627, 0.258, 0.219, 0.225, 0.220, 0.230, 0.423, 0.426, 0.218, 0.225, 0.224, 0.263, 0.222]}

***

(2)
{"formula": "C16H20Cl2DyN2O7S", "method": "ωB97M-V with the def2-TZVPD basis set", "largest_force_ev_per_a": 3.70, "e_homo_ha": [-0.41150, -0.41180], "energy_ha": -3461.4930, "relative_energy_ev": 0.000, "charge": 1, "s2": 9.329, "spin_multiplicity": 6, "lumo_ha": [-0.128, -0.128], "gap_ev": [7.7036, 7.7111], "elements": ["Dy", "O", "C", "O", "C", "O", "C", "C", "O", "O", "H", "H", "H", "H", "H", "Cl", "C", "C", "C", "Cl", "C", "O", "C", "C", "O", "C", "H", "H", "H", "C", "C", "N", "C", "S", "N", "C", "C", "H", "H", "H", "H", "H", "H", "H", "H", "H", "H", "H", "H"], "xyz": [[-0.25747, -0.31303, -0.74615], [-0.31608, 2.80251, 2.42024], [-0.17787, 1.64751, 1.81928], [0.05771, 1.53853, 0.62965], [-0.29953, 0.47451, 2.77860], [-0.50726, -0.76228, 2.13308], [-1.88168, -1.18976, 1.98358], [-2.07022, -0.96170, 0.49151], [-2.22978, 0.21436, 0.08764], [-1.66583, -1.86703, -0.28646], [-0.22360, 3.53465, 1.79232], [-1.07479, 0.69310, 3.51398], [0.65376, 0.40458, 3.30729], [-2.55656, -0.61259, 2.61180], [-1.92360, -2.24779, 2.22478], [4.15898, -6.35331, -0.45168], [3.13308, -5.01436, -0.81483], [2.31049, -5.07456, -1.95409], [1.49212, -4.02436, -2.26710], [0.47936, -4.07901, -3.66224], [1.42969, -2.84229, -1.46954], [0.67453, -1.85722, -1.81025], [2.28457, -2.81275, -0.32605], [2.34310, -1.64995, 0.48964], [1.71111, -0.59382, 0.30446], [3.11892, -3.91004, -0.01690], [2.32410, -5.95539, -2.58166], [3.02627, -1.68635, 1.34883], [3.75660, -3.85436, 0.85707], [-1.04692, -1.77449, -6.27803], [-0.91778, -0.84817, -5.08196], [0.49368, -0.68042, -4.72258], [0.91952, 0.07950, -3.72878], [-0.13331, 1.20591, -2.93625], [2.20606, 0.06731, -3.38836], [3.21132, -0.83876, -3.93069], [4.46434, -0.80530, -3.07208], [-2.08835, -1.80754, -6.59173], [-0.72973, -2.78912, -6.03725], [-0.45492, -1.41593, -7.12172], [-1.45613, -1.25680, -4.22383], [-1.33588, 0.13025, -5.31023], [1.12234, -1.36707, -5.11310], [2.49116, 0.72760, -2.68606], [3.45352, -0.54275, -4.95500], [2.80118, -1.85312, -3.94348], [4.85528, 0.21072, -2.99996], [5.23434, -1.43060, -3.52002], [4.25588, -1.18411, -2.07141]], "lowdin_spin": [5.061, 0.000, 0.000, -0.008, 0.000, -0.004, -0.001, -0.007, -0.009, -0.004, 0.000, 0.000, 0.000, 0.000, 0.000, 0.000, 0.000, 0.000, 0.000, 0.000, 0.000, -0.010, 0.001, 0.000, -0.009, 0.000, 0.000, 0.000, 0.000, 0.000, 0.000, -0.001, -0.001, -0.009, 0.001, 0.000, 0.000, 0.000, 0.000, 0.000, 0.000, 0.000, 0.000, 0.000, 0.000, 0.000, 0.000, 0.000, 0.000]}

***

(3)
{"formula": "C16H20ClNO3", "method": "ωB97M-V with the def2-TZVPD basis set", "largest_force_ev_per_a": 0.67, "e_homo_ha": -0.31607, "energy_ha": -1362.4114, "relative_energy_ev": 0.479, "charge": 0, "lumo_ha": 0.022, "gap_ev": 9.2067, "smiles": "Cc1ccc(NC(=O)COC(=O)CC2CCCC2)cc1Cl", "elements": ["C", "C", "C", "C", "C", "N", "C", "O", "C", "O", "C", "O", "C", "C", "C", "C", "C", "C", "C", "C", "Cl", "H", "H", "H", "H", "H", "H", "H", "H", "H", "H", "H", "H", "H", "H", "H", "H", "H", "H", "H", "H"], "xyz": [[-4.24692, 2.62637, 2.48217], [-2.91075, 2.39649, 1.85284], [-2.21546, 1.20755, 2.03014], [-0.98098, 0.99705, 1.44795], [-0.40071, 1.98672, 0.65853], [0.84427, 1.72334, 0.08171], [1.59546, 2.50239, -0.73326], [1.34385, 3.63282, -1.07564], [2.87971, 1.80489, -1.20553], [2.93091, 0.42752, -0.86062], [2.64311, -0.46904, -1.82840], [2.40842, -0.16724, -2.96483], [2.63131, -1.86811, -1.26784], [1.38522, -2.07726, -0.39244], [0.08453, -1.78435, -1.16603], [-0.88368, -2.89008, -0.75171], [0.02960, -4.10365, -0.61977], [1.26053, -3.53889, 0.09020], [-1.07489, 3.18714, 0.46515], [-2.30952, 3.37256, 1.06071], [-3.12281, 4.87567, 0.80321], [-4.21114, 3.49716, 3.13541], [-4.99554, 2.82340, 1.71596], [-4.55453, 1.76108, 3.06273], [-2.65284, 0.42997, 2.63862], [-0.46435, 0.06142, 1.60701], [1.23277, 0.81239, 0.29557], [2.94896, 1.92115, -2.29258], [3.73686, 2.29427, -0.73558], [2.62257, -2.57090, -2.10095], [3.52969, -2.01853, -0.66772], [1.47255, -1.41653, 0.47579], [-0.31296, -0.79061, -0.96061], [0.27543, -1.85001, -2.23799], [-1.68098, -3.03628, -1.47783], [-1.33525, -2.65552, 0.21394], [-0.42840, -4.92121, -0.06571], [0.30036, -4.46844, -1.61133], [1.10402, -3.55997, 1.16933], [2.15824, -4.11525, -0.12749], [-0.63667, 3.96049, -0.14310]], "nbo_charge": [-0.627, -0.061, -0.186, -0.259, 0.232, -0.628, 0.660, -0.595, -0.181, -0.533, 0.809, -0.579, -0.498, -0.203, -0.421, -0.397, -0.401, -0.402, -0.286, -0.005, 0.008, 0.227, 0.227, 0.214, 0.214, 0.205, 0.413, 0.244, 0.219, 0.230, 0.233, 0.194, 0.217, 0.213, 0.216, 0.194, 0.214, 0.197, 0.207, 0.209, 0.269]}

***

(4)
{"formula": "C16H20CrN9NiO15", "method": "ωB97M-V with the def2-TZVPD basis set", "largest_force_ev_per_a": 3.05, "e_homo_ha": [-0.30467, -0.30467], "energy_ha": -4795.1991, "relative_energy_ev": 0.000, "charge": 0, "s2": 8.831, "spin_multiplicity": 6, "lumo_ha": [-0.108, -0.110], "gap_ev": [5.3543, 5.2855], "elements": ["Ni", "Cr", "N", "O", "O", "O", "N", "O", "O", "O", "N", "O", "O", "O", "N", "O", "O", "O", "N", "O", "O", "O", "N", "C", "C", "C", "C", "H", "H", "H", "H", "H", "N", "C", "C", "C", "C", "H", "H", "H", "H", "H", "N", "C", "C", "C", "C", "H", "H", "H", "H", "H", "N", "C", "C", "C", "C", "H", "H", "H", "H", "H"], "xyz": [[22.96276, 10.88898, 13.99800], [26.43532, 10.83028, 10.67407], [25.79082, 11.45156, 8.22261], [25.48957, 10.38265, 8.89814], [25.35203, 11.63661, 7.13831], [26.55639, 12.21610, 8.84831], [24.02435, 8.89952, 12.04553], [24.83072, 9.49247, 11.33790], [23.12077, 9.61043, 12.58833], [24.04462, 7.70316, 12.19890], [25.98606, 11.29585, 13.95003], [24.94839, 10.62688, 14.32036], [26.34915, 12.25491, 14.58939], [26.59451, 10.89870, 12.92535], [24.40096, 12.90354, 12.19999], [24.96380, 12.36123, 11.20803], [24.82265, 13.93070, 12.65934], [23.38614, 12.34086, 12.73893], [28.14490, 8.96026, 10.10944], [27.26656, 8.96126, 11.04111], [28.84491, 8.05011, 9.86524], [28.16508, 10.07353, 9.49226], [20.52898, 10.80976, 9.04016], [20.22726, 9.78304, 9.89322], [21.36779, 9.03064, 10.05097], [22.33135, 9.54126, 9.13907], [21.80601, 10.65013, 8.54205], [19.87275, 11.47456, 8.67614], [19.22177, 9.73049, 10.27697], [21.46284, 8.12398, 10.62606], [23.27104, 9.07210, 8.90247], [22.28260, 11.37406, 7.90563], [27.82124, 5.94138, 15.24894], [28.82923, 6.24300, 14.37862], [28.27895, 6.26940, 13.12385], [26.88164, 6.08623, 13.25329], [26.62014, 5.90175, 14.58620], [27.90397, 5.96395, 16.24896], [29.86524, 6.26261, 14.66797], [28.86304, 6.43464, 12.23349], [26.10902, 6.22499, 12.51379], [25.73341, 5.90008, 15.19621], [20.44647, 2.71308, 12.86058], [20.78873, 3.71218, 11.99398], [21.83583, 4.39333, 12.55135], [22.15433, 3.75576, 13.78390], [21.27296, 2.73039, 13.94729], [19.62383, 2.15857, 12.71694], [20.23144, 3.92753, 11.09941], [22.30915, 5.30559, 12.22318], [22.93016, 4.06114, 14.46530], [21.20755, 2.01404, 14.74724], [24.04729, 7.87037, 15.11145], [24.49991, 8.52532, 16.23318], [23.46715, 8.58630, 17.11994], [22.35233, 7.88201, 16.55410], [22.76566, 7.47051, 15.31864], [24.61527, 7.64017, 14.31240], [25.49771, 8.92450, 16.24312], [23.38937, 9.10763, 18.06099], [21.42368, 7.63859, 17.03739], [22.17522, 6.98641, 14.55473]], "lowdin_spin": [1.750, 3.046, 0.005, -0.067, 0.003, 0.031, 0.011, 0.022, 0.071, 0.022, 0.006, 0.047, 0.022, 0.022, 0.008, 0.020, 0.032, 0.050, 0.007, -0.059, 0.002, -0.054, 0.000, 0.000, 0.000, 0.000, 0.000, 0.000, 0.000, 0.000, 0.000, 0.000, 0.000, 0.000, 0.000, 0.000, 0.000, 0.000, 0.000, 0.000, 0.000, 0.000, 0.000, 0.000, 0.000, 0.000, 0.000, 0.000, 0.000, 0.000, 0.000, 0.000, 0.001, 0.000, 0.000, 0.001, 0.002, 0.000, 0.000, 0.000, 0.000, 0.000]}